*a*
{"formula": "C5H9N3", "method": "ωB97M-V with the def2-TZVPD basis set", "orbital_gap_ev": 9.3, "symbols": ["C", "C", "C", "C", "C", "H", "H", "H", "H", "H", "H", "H", "H", "H", "N", "N", "N"], "coordinates": [[1.14, 1.23, -0.59], [-0.59, 0.80, -1.48], [0.04, 0.17, -0.08], [-0.92, 0.05, 1.06], [0.60, -1.37, -0.14], [1.81, 0.46, -1.45], [1.97, 1.65, 0.18], [0.28, 2.44, -2.32], [-1.75, 0.74, -1.60], [-0.21, 0.34, -2.46], [-1.78, -0.37, 0.53], [-0.97, 0.91, 1.90], [-1.13, -1.61, 2.60], [0.98, -1.99, -1.03], [0.12, 2.06, -1.30], [-0.42, -1.11, 1.91], [0.18, -2.08, 0.97]], "lowdin_charge": [-0.20, -0.23, -0.34, -0.18, -0.06, 0.16, 0.14, 0.15, 0.13, 0.11, 0.10, 0.17, 0.15, 0.11, -0.08, -0.12, -0.01]}

***

*b*
{"formula": "C5H9N3", "method": "ωB97M-V with the def2-TZVPD basis set", "orbital_gap_ev": 9.1, "symbols": ["C", "C", "C", "C", "C", "H", "H", "H", "H", "H", "H", "H", "H", "H", "N", "N", "N"], "coordinates": [[0.79, -1.11, -0.62], [0.94, -1.50, 0.76], [-1.75, 0.48, 0.67], [0.00, 1.29, -0.86], [0.84, 0.23, -0.11], [1.42, -1.52, -1.43], [-0.31, -1.28, -0.73], [1.82, -1.56, 1.28], [0.44, -2.38, 1.41], [-2.78, 0.44, 0.94], [-1.79, 2.09, -0.78], [0.52, 2.44, -0.76], [0.25, 0.82, -1.94], [1.70, 0.83, 0.15], [0.35, -0.24, 1.20], [-1.01, -0.15, 1.47], [-1.44, 1.12, -0.66]], "lowdin_charge": [-0.15, -0.20, -0.18, -0.20, -0.37, 0.13, 0.15, 0.07, 0.16, 0.10, 0.11, 0.17, 0.14, 0.14, -0.12, 0.06, -0.02]}

***

*b* wins, 0.0328 hartree ahead of the next structure.

***

*a*
{"formula": "C5H9N3", "method": "ωB97M-V with the def2-TZVPD basis set", "smiles": "[H]/N=C(/C#N)N(C)CC", "orbital_gap_ev": 10.0, "symbols": ["H", "N", "C", "C", "N", "N", "C", "C", "C", "H", "H", "H", "H", "H", "H", "H", "H"], "coordinates": [[0.51, -2.25, 1.27], [0.83, -1.30, 1.53], [0.63, -0.43, 0.61], [1.02, 0.93, 1.12], [1.32, 1.90, 1.64], [-0.04, -0.50, -0.57], [-0.40, -1.85, -1.02], [-0.53, 0.58, -1.42], [-1.88, 1.19, -0.92], [-1.09, -2.30, -0.28], [-0.83, -1.84, -2.05], [0.56, -2.52, -0.94], [0.20, 1.45, -1.57], [-0.58, 0.07, -2.37], [-1.68, 2.04, -0.25], [-2.50, 0.44, -0.49], [-2.41, 1.71, -1.69]], "lowdin_charge": [0.04, 0.14, -0.43, -0.15, 0.16, -0.16, -0.05, -0.20, -0.06, 0.08, 0.10, 0.12, 0.14, 0.09, 0.07, 0.06, 0.06]}

***

*b*
{"formula": "C5H9N3", "method": "ωB97M-V with the def2-TZVPD basis set", "orbital_gap_ev": 9.5, "symbols": ["C", "C", "C", "C", "C", "H", "H", "H", "H", "H", "H", "H", "H", "H", "N", "N", "N"], "coordinates": [[1.44, -0.02, 0.43], [-0.08, -0.24, 0.66], [-1.72, -1.26, -0.21], [-0.89, 0.77, 0.08], [-0.25, 1.90, -0.15], [2.60, -0.90, -1.22], [1.34, -1.77, -0.44], [1.77, 0.99, 0.31], [2.30, -0.20, 1.47], [-0.23, -0.34, 1.87], [-2.67, -1.94, -0.43], [-2.71, 0.26, -1.12], [-0.64, 2.84, -0.83], [0.78, 2.05, 0.31], [1.74, -0.79, -0.93], [-0.62, -1.50, 0.40], [-2.15, 0.14, -0.20]], "lowdin_charge": [-0.21, -0.43, -0.17, -0.37, 0.04, -0.04, 0.13, 0.02, 0.18, 0.20, 0.16, 0.16, 0.12, 0.06, 0.03, 0.05, 0.07]}

***

*a* wins, 0.1420 hartree ahead of the next structure.

***

*a*
{"formula": "C5H9N3", "method": "ωB97M-V with the def2-TZVPD basis set", "smiles": "CC1(C)N2N=C[C@]21N", "orbital_gap_ev": 9.6, "symbols": ["C", "C", "C", "N", "N", "C", "C", "N", "H", "H", "H", "H", "H", "H", "H", "H", "H"], "coordinates": [[-1.59, 0.28, -0.69], [-0.42, -0.23, 0.12], [-0.41, -1.74, 0.26], [-0.11, 0.65, 1.24], [0.97, 0.04, 2.00], [1.81, 0.10, 1.02], [0.85, 0.58, 0.00], [1.12, 1.51, -0.99], [-2.51, -0.15, -0.30], [-1.49, -0.03, -1.73], [-1.67, 1.36, -0.63], [0.42, -2.08, 0.88], [-1.34, -2.06, 0.74], [-0.33, -2.20, -0.72], [2.86, -0.13, 1.02], [0.33, 1.71, -1.60], [1.51, 2.38, -0.63]], "lowdin_charge": [-0.03, -0.47, -0.02, 0.05, 0.07, -0.08, -0.40, 0.12, 0.09, 0.09, 0.08, 0.07, 0.09, 0.09, 0.10, 0.07, 0.10]}

***

*b*
{"formula": "C5H9N3", "method": "ωB97M-V with the def2-TZVPD basis set", "smiles": "CC1=CN=C(N)NC1", "orbital_gap_ev": 8.3, "symbols": ["C", "C", "C", "N", "C", "N", "N", "C", "H", "H", "H", "H", "H", "H", "H", "H", "H"], "coordinates": [[0.24, -0.96, -2.34], [0.19, -0.31, -1.00], [1.19, 0.46, -0.53], [1.17, 1.09, 0.68], [0.19, 0.78, 1.45], [0.06, 1.32, 2.69], [-0.81, -0.11, 1.19], [-1.04, -0.52, -0.18], [-0.12, -1.99, -2.28], [-0.38, -0.41, -3.06], [1.26, -1.00, -2.74], [2.09, 0.63, -1.13], [0.89, 1.86, 2.90], [-0.09, 0.62, 3.40], [-1.66, 0.08, 1.71], [-1.32, -1.58, -0.17], [-1.87, 0.05, -0.60]], "lowdin_charge": [-0.08, -0.29, -0.14, 0.08, -0.52, 0.12, 0.06, -0.16, 0.07, 0.08, 0.08, 0.11, 0.10, 0.10, 0.14, 0.12, 0.12]}

***

*c*
{"formula": "C5H9N3", "method": "ωB97M-V with the def2-TZVPD basis set", "smiles": "NCCc1c[nH]cn1", "orbital_gap_ev": 9.6, "symbols": ["N", "C", "C", "C", "C", "N", "C", "N", "H", "H", "H", "H", "H", "H", "H", "H", "H"], "coordinates": [[2.21, 1.40, -0.18], [1.50, 0.88, 1.01], [0.95, -0.57, 0.79], [-0.27, -0.50, -0.05], [-1.41, -1.21, 0.25], [-2.40, -0.82, -0.66], [-1.87, 0.26, -1.31], [-0.63, 0.48, -0.97], [2.43, 0.73, -0.90], [1.46, 1.91, -0.62], [1.99, 0.99, 1.98], [0.63, 1.53, 1.11], [0.57, -0.95, 1.73], [1.74, -1.20, 0.41], [-1.60, -2.12, 0.79], [-3.02, -1.46, -1.13], [-2.27, 0.66, -2.23]], "lowdin_charge": [-0.01, -0.27, -0.15, -0.30, -0.07, 0.04, -0.20, 0.09, 0.06, 0.04, 0.09, 0.10, 0.11, 0.11, 0.11, 0.14, 0.12]}

***

*d*
{"formula": "C5H9N3", "method": "ωB97M-V with the def2-TZVPD basis set", "smiles": "N/N=C\\C=C\\[C@@H]1CN1", "orbital_gap_ev": 9.4, "symbols": ["N", "N", "C", "C", "C", "C", "C", "N", "H", "H", "H", "H", "H", "H", "H", "H", "H"], "coordinates": [[2.37, 1.16, 0.09], [2.79, -0.12, -0.16], [1.87, -0.96, -0.18], [0.46, -0.42, -0.19], [-0.58, -0.67, 0.64], [-1.94, -0.21, 0.61], [-2.62, -0.15, -0.69], [-2.10, 1.06, -0.09], [1.46, 1.23, 0.62], [3.17, 1.77, 0.27], [2.06, -1.99, -0.46], [0.31, 0.22, -1.05], [-0.55, -1.60, 1.21], [-2.58, -0.43, 1.44], [-1.97, -0.43, -1.53], [-3.62, -0.49, -0.89], [-2.94, 1.55, 0.34]], "lowdin_charge": [-0.02, -0.07, -0.20, -0.11, -0.08, -0.36, -0.16, 0.03, 0.10, 0.09, 0.10, 0.11, 0.11, 0.13, 0.10, 0.10, 0.12]}

***

*b* wins, 0.0244 hartree ahead of the next structure.